A structure of composition C23H14ClIN4O4Rh. Source: the OMol25 dataset; level of theory: wB97M-V/def2-TZVPD.

As for the charge: +1. Its spin multiplicity is 1. For the HOMO-LUMO gap, the calculation gives 6.54 eV.

```
48
Properties=species:S:1:pos:R:3:forces:R:3
N -0.391657 1.560476 -0.439824 0.66 0.34 -0.23
Rh -0.059988 -0.262759 0.346242 -2.26 0.16 -1.22
O 6.052943 1.495315 -0.511912 -0.06 0.04 -0.02
C -2.350384 2.743386 -0.871576 -0.09 -0.10 -0.02
H -1.991355 -4.451444 -1.858099 0.00 0.00 0.00
C -1.035713 -2.692235 1.379535 -0.08 -0.23 -0.37
C -1.687242 -3.927720 1.487949 -0.04 -0.09 -0.11
C -2.034439 -4.568028 0.279375 0.00 -0.01 0.02
C -1.060039 -2.747378 -0.944663 -0.08 -0.10 -0.05
O 1.128493 3.185806 -1.110297 0.04 -0.06 0.02
N -0.730238 -2.137313 0.170916 0.35 -0.25 0.10
C -3.856490 4.458863 -1.482430 0.01 0.02 0.00
C -3.655180 3.178286 -0.974921 -0.06 -0.01 -0.03
H -0.797989 -2.258609 -1.875417 -0.01 0.02 0.01
C -1.943468 -4.391647 2.799739 -0.01 -0.02 0.14
H -2.976087 6.244428 -2.270390 -0.01 -0.01 0.01
H -2.550278 -5.518274 0.312641 0.01 0.00 0.00
C -1.468395 4.809445 -1.758204 -0.01 0.03 0.00
C -0.658161 -1.914926 2.470101 0.32 0.49 0.11
H 5.447940 -0.776443 -1.341207 -0.01 0.00 0.01
C -1.762636 1.482201 -0.388409 0.22 0.08 0.10
C -0.005456 2.806251 -0.959398 -0.15 0.00 0.04
H 3.962088 -2.812154 -1.301572 -0.01 0.01 -0.01
C -2.784001 5.256481 -1.873386 0.01 -0.02 0.01
C 2.630979 0.543626 -0.085494 0.13 -0.22 -0.01
N 4.265776 2.894944 -0.608598 -0.03 0.01 0.04
C 3.927046 0.489207 -0.552787 0.03 -0.02 0.04
H -4.486273 2.555116 -0.673236 0.02 0.00 0.00
H 2.204728 1.457054 0.295835 -0.08 0.03 -0.02
C 4.423118 -0.729491 -0.995682 0.05 -0.02 -0.03
H -0.630634 5.425973 -2.055976 -0.02 0.00 0.02
C -1.565415 -3.641137 3.881465 0.03 0.05 -0.09
H 3.282034 3.025695 -0.792204 0.01 -0.02 -0.04
H 4.872661 3.697590 -0.636319 0.00 0.02 0.00
C -0.918168 -2.392023 3.726344 -0.02 -0.01 0.23
I -0.363565 -1.267452 5.375104 -0.02 -0.04 -0.02
Cl -2.744252 -5.906469 3.030218 0.03 0.06 -0.02
C -1.276762 3.546057 -1.245751 0.07 0.01 0.00
H -1.771214 -4.007297 4.877909 0.01 0.01 0.00
O -2.256037 0.425320 0.030965 0.36 0.08 0.41
H 1.643902 -2.565812 -0.442177 0.05 0.02 -0.04
C 2.315293 -1.721620 -0.503267 0.09 -0.07 0.11
C 4.856145 1.683056 -0.557432 -0.02 -0.04 -0.02
C 3.606683 -1.846462 -0.972407 0.02 -0.03 0.03
H -4.863838 4.842901 -1.571904 0.02 0.00 -0.02
C -1.727146 -3.981538 -0.922457 0.02 0.02 0.02
N 1.840568 -0.546680 -0.073726 0.48 0.34 0.10
O -0.057907 -0.742588 2.186792 0.05 -0.47 0.81
```
Positions in Å, forces in eV/Å.



A structure of composition C23H15BeN7O8. Source: the OMol25 dataset; level of theory: wB97M-V/def2-TZVPD.

As for the charge: -2. Its spin multiplicity is 1. For the HOMO-LUMO gap, the calculation gives 5.76 eV.

```
54
Properties=species:S:1:pos:R:3:forces:R:3
C 1.546836 4.796261 -1.257176 -0.02 -0.03 0.04
H 1.343032 3.609711 2.404250 0.01 0.00 -0.01
C 4.322618 -1.576749 0.788602 0.02 -0.01 -0.02
N 1.127412 -0.894799 -2.354311 0.12 -0.14 0.25
O -6.909520 -1.272666 -1.406828 0.07 -0.12 -0.01
H -5.667887 0.585380 -0.520581 0.01 -0.01 0.02
H -3.555093 -3.143843 -0.737762 0.02 0.02 0.00
H 1.992316 5.954401 1.888838 0.00 0.00 0.00
C -2.470292 -0.146890 0.391003 0.07 0.00 -0.03
H 4.925755 -1.579683 1.696929 0.00 -0.05 0.00
C 2.089303 -2.683603 -3.905703 0.07 -0.03 -0.03
H 2.855986 -2.002189 2.927997 0.03 0.12 0.08
H -0.225148 -2.746917 2.819722 0.04 -0.03 -0.01
O -4.661759 2.636419 0.215965 0.05 0.02 0.06
H 0.917614 -2.496592 4.138313 -0.02 0.03 0.01
H -1.598541 0.329656 0.813581 0.08 0.00 0.04
H 4.303798 -2.586940 0.370862 -0.02 0.03 -0.02
N -5.918788 -1.968414 -1.257667 0.19 0.08 0.09
O -0.075972 -1.782272 -0.124225 0.08 -0.17 0.11
C 2.328242 -1.330283 2.258302 0.00 0.20 0.23
H -0.560510 -1.503086 4.041699 -0.02 -0.01 -0.01
C 1.307024 -3.256177 -4.939580 0.09 0.08 0.19
C 1.118979 3.051936 0.362607 0.15 -0.03 -0.04
O -1.339882 -3.482238 0.583060 0.04 -0.06 0.02
N 0.293103 0.076807 2.314252 -0.08 0.27 0.04
C 2.912994 -1.096012 1.051148 -0.21 0.02 -0.09
C 1.546027 -1.719589 -3.048533 0.13 -0.10 -0.32
C -3.568429 -2.090792 -0.495755 0.00 -0.15 -0.01
H 1.599103 5.117584 -2.291369 0.00 -0.01 0.00
N 0.687936 -3.727589 -5.794909 0.00 0.01 -0.01
C 1.843835 5.690364 -0.238314 -0.02 -0.06 0.04
O -2.824677 2.403175 1.320061 -0.02 0.06 -0.02
C 1.768848 5.262429 1.084334 0.00 0.02 -0.02
C 1.406941 3.957939 1.381620 0.00 0.00 0.03
Be 0.861806 -0.542023 -0.576752 0.07 0.26 0.19
C 0.747123 1.626833 0.647961 0.11 0.10 -0.70
C -4.775111 0.004055 -0.357962 -0.15 0.11 -0.02
H 2.130843 6.710063 -0.469221 -0.01 0.00 0.00
H 4.781600 -0.927780 0.043221 0.01 0.02 0.03
N 0.895763 1.233894 1.851964 0.02 -0.09 0.40
C 0.968720 -0.963522 2.632405 0.14 -0.29 -0.19
H 0.956711 2.773634 -1.737637 0.01 0.01 0.00
C 3.448863 -3.074239 -3.767730 -0.31 0.15 -0.06
N -3.707834 1.983107 0.612052 -0.01 -0.26 -0.11
C -1.173298 -2.332967 0.193319 -0.05 0.12 -0.18
O 0.335947 0.956118 -0.409680 -0.53 -0.09 0.40
O 2.346820 -0.520869 0.040272 0.07 -0.32 -0.25
C -3.643488 0.558406 0.200015 -0.01 0.20 0.07
N 4.554501 -3.399728 -3.681859 0.01 -0.02 0.01
C 1.186405 3.487133 -0.957604 0.01 0.05 -0.04
C 0.225482 -1.987257 3.462640 -0.07 -0.02 -0.11
O -5.860551 -3.149139 -1.539705 -0.07 0.12 0.01
C -4.708998 -1.332490 -0.688362 -0.19 -0.10 -0.10
C -2.432510 -1.487976 0.022214 0.09 0.10 0.03
```
Positions in Å, forces in eV/Å.



HOMO level values, unit eV, following the record order: -11.06; -2.32.
Largest force on an atom values, unit eV/Å, following the record order: 2.58; 0.71.